17
Properties=species:S:1:pos:R:3 method="wB97M-V/def2-TZVPD" smiles="C=C1N[C@@]1(NN)OC" e_lumo_ev=1.0 relative_energy_kcal_mol=134.4 gap_ev=9.48 energy_ha=-397.1364
O -0.99628 0.23072 -0.79810
N 0.92101 1.39651 -0.00279
N 0.01588 -0.56866 1.27026
N -0.90984 -1.64117 1.30179
C -1.82253 1.38428 -0.63374
C 0.13321 0.24234 0.01689
C 1.37267 -0.27019 -0.50393
C 2.38317 -0.92384 -0.99683
H 3.19574 -0.40482 -1.48809
H -2.18641 1.47984 0.39444
H -0.40343 -2.50878 1.16212
H -1.57420 -1.53102 0.53287
H -1.27771 2.29080 -0.90345
H 2.45040 -1.99904 -0.92387
H -0.14581 0.04715 2.07065
H 1.50674 1.54241 0.81149
H -2.66259 1.23347 -1.30972


16
Properties=species:S:1:pos:R:3 method="wB97M-V/def2-TZVPD" e_lumo_ev=0.8 relative_energy_kcal_mol=105.8 gap_ev=9.17 energy_ha=-417.0873
O -3.86480 1.08809 1.00486
O -2.61885 -0.68723 0.31355
N 0.18197 -0.31721 0.24555
N -1.02285 1.93097 0.02829
C -3.31715 0.15923 0.61375
C 0.34314 -0.13212 -1.16132
C 0.59490 -1.54872 0.73714
C -0.51775 0.41426 1.06182
H 1.30871 -0.05434 -1.43607
H -1.71296 2.40259 0.58504
H 1.63216 -1.65815 0.44476
H 0.10193 -2.33727 0.10735
H 0.07970 -1.05158 -1.63653
H 0.37628 -1.77127 1.74383
H -0.12420 2.39898 0.18278
H -0.32649 0.73845 -1.30050


56
Properties=species:S:1:pos:R:3 method="wB97M-V/def2-TZVPD" smiles=COCCn1nnnc1[C@@H](C(C)C)N(Cc1cccnc1)Cc1ccccc1Cl e_lumo_ev=0.7 relative_energy_kcal_mol=4.8 gap_ev=9.59 energy_ha=-1680.3423
Cl -2.10276 -2.17122 0.78484
O -5.01721 -0.26874 0.75189
N -1.63651 3.88507 -0.14178
N -2.38183 1.93892 -0.43104
N 0.90332 0.40608 -0.07105
N 5.05744 0.13334 0.12939
N -2.70455 3.21075 -0.16032
N -0.58298 3.12287 -0.39378
C -0.22988 0.68916 -0.94091
C 0.61643 -4.47724 -0.96601
C 0.61294 -0.61415 0.93124
C -5.65538 -0.56905 1.96712
C 3.80323 0.48209 -0.08722
C 1.59625 1.54337 0.51150
C -3.39608 0.92954 -0.49558
C 1.14354 1.91206 -2.75421
C 3.02177 1.18740 0.82464
C -4.02205 0.71241 0.88429
C 0.16294 0.78702 -2.44251
C 1.75892 -2.51620 -0.20233
C 4.94196 1.19624 2.25664
C -1.02761 1.89716 -0.57134
C -0.56936 -3.97529 -0.46419
C 0.71942 -0.55369 -2.91173
C 0.57609 -1.98015 0.29844
C 1.78523 -3.74657 -0.82977
C -0.58111 -2.73760 0.16095
C 3.62184 1.54740 2.02486
C 5.61483 0.48384 1.27654
H 1.60294 -0.81213 -2.33589
H -0.76984 0.98670 -2.98675
H -4.94241 -0.95982 2.70367
H 3.39018 0.18247 -1.04092
H -6.14679 0.31668 2.38736
H 0.98884 -0.49828 -3.96338
H 1.09949 1.90415 1.42802
H 3.06139 2.09923 2.76737
H 0.78820 2.85951 -2.35599
H 1.24949 2.01281 -3.83232
H 1.43127 -0.59875 1.65574
H 1.58007 2.36562 -0.20333
H 2.12148 1.69548 -2.33526
H -4.17683 1.25508 -1.18779
H 6.64422 0.17826 1.40944
H -0.32348 -0.41006 1.47339
H 2.71659 -4.13666 -1.21029
H -2.96980 -0.00750 -0.85624
H -6.40080 -1.32900 1.74421
H -3.25091 0.38565 1.60137
H -1.48707 -4.53592 -0.55493
H -4.44845 1.66031 1.24727
H -0.89448 -0.17857 -0.86994
H 2.66811 -1.94576 -0.08783
H 5.43436 1.46562 3.17836
H -0.01199 -1.34928 -2.78412
H 0.62493 -5.43859 -1.45616


51
Properties=species:S:1:pos:R:3 method="wB97M-V/def2-TZVPD" e_lumo_ev=-11.1 relative_energy_kcal_mol=23.5 gap_ev=1.96 charge=+2 energy_ha=-1207.1714
Cd 1.91500 -2.56735 4.82653
F 1.67555 -1.48338 1.40086
O -1.40118 -1.63243 -4.44216
O 2.52365 -3.33009 -4.60901
O 2.74824 2.73671 5.45308
O -3.16776 -2.02396 4.20765
N -5.07167 -0.92050 3.76546
N 1.14355 -1.14203 -3.80700
N 3.05145 4.93428 4.63775
C -1.29872 -0.40542 -3.90677
C -6.49547 -1.15138 3.47959
C -4.53329 0.43002 3.87825
C 3.54164 6.20501 4.98189
C 2.62207 -0.97233 -4.05024
C 2.89725 4.74978 3.21935
C -4.39655 -2.04447 4.00361
C 2.99435 3.92356 5.58201
C 0.16839 0.07576 -4.00537
C 3.23786 -2.37508 -3.84255
C 3.28326 -4.46388 -5.12977
C -2.74208 -2.26732 -4.43584
H -1.51654 -0.55600 -2.84941
H 2.92844 7.03837 4.63892
H 4.19978 -2.28856 -4.34784
H 2.91539 -0.29315 -3.24977
H 3.51840 6.38602 6.05650
H 4.50790 6.49061 4.56610
H 2.55146 -5.01442 -5.72093
H 0.74968 -1.94387 -4.27822
H 3.24421 3.76718 2.89965
H 3.62515 -5.14226 -4.34809
H -7.22118 -0.80056 4.21333
H -1.99384 0.37072 -4.22694
H -4.07959 0.65787 2.91371
H 3.35668 5.49177 2.56630
H -3.80945 0.49327 4.69076
H 2.77258 -0.65864 -5.08323
H 0.47478 0.78123 -3.23302
H -5.34641 1.12549 4.08628
H -6.81305 -2.17735 3.29349
H -4.98343 -2.97132 3.91015
H 4.14373 -4.21808 -5.75209
H 0.37909 0.33313 -5.04339
H 3.31213 4.33259 6.55356
H 1.04447 -1.45134 -2.85065
H -2.51066 -3.31003 -4.65330
H -3.17749 -2.20781 -3.43834
H 3.29849 -2.85769 -2.86710
H -6.68710 -0.66880 2.52121
H 1.83434 4.83632 2.99387
H -3.41354 -1.82016 -5.16883


107
Properties=species:S:1:pos:R:3 method="wB97M-V/def2-TZVPD" smiles="CCP(C)C1=C(Cl)C(=O)C(F)=C(CCC(F)(F)C(F)(F)C(F)(F)C(F)(F)F)C1=O.CC#N.CC#N.CC#N.CC#N.CC#N.CC#N.CC#N.CC#N.CC#N.CC#N.CC#N" e_lumo_ev=-2.0 gap_ev=6.37 energy_ha=-3989.0178
Cl -2.77476 5.88597 -2.94140
P -1.84346 5.11281 0.41145
F 3.18710 -1.04913 -0.35417
F 1.36382 2.62601 -4.57000
F -1.61747 -2.91432 2.02971
F 2.89419 -0.95663 2.23852
F 1.39544 -3.14178 0.84009
F 0.99036 0.46927 2.33035
F -1.02508 -2.54182 -0.25826
F -1.47728 -0.67180 1.22719
F 0.96146 -0.50464 -1.01460
F 0.71864 -2.48453 3.09705
O -0.66447 2.01303 0.17209
O -1.79369 3.13669 -4.84681
N 3.35275 -8.33479 2.80341
N -3.94675 -2.99399 -2.56245
N 5.28095 1.49776 1.08275
N 3.42120 -1.80167 6.93535
N -2.78898 -6.12730 6.17491
N 1.78031 -0.70849 -4.18172
N 5.79446 -4.52191 1.63488
N -5.46873 5.66767 3.66783
N -4.92171 1.27414 -0.45893
N -2.59437 -5.03560 -7.90713
N -0.88136 9.65621 -3.58642
C -5.51775 3.11128 4.76176
C -1.32868 4.11821 -1.14097
C -4.80813 0.06608 -0.11558
C -5.49099 4.50852 4.16386
C 6.12530 1.09635 3.70194
C -1.10094 3.41419 -3.73460
C -1.69560 7.00170 0.15214
C -0.38025 2.78044 -0.88297
C 2.03072 -3.37271 -3.42448
C 5.66385 1.31574 2.27037
C 3.38192 -2.71844 6.07038
C -0.57280 7.55722 1.25742
C 2.31548 1.94647 -1.66778
C 1.89389 -1.91654 -3.83838
C 2.47649 1.34957 -0.11492
C 0.72066 -2.06524 1.65777
C -3.19643 -4.36746 -7.02321
C 1.58064 -0.67782 1.54301
C -3.72879 4.68753 0.64263
C 3.33453 -3.82355 5.02782
C -1.11125 -4.73844 4.44559
C 1.97991 -0.22092 0.02042
C -1.70841 4.42113 -2.54864
C 5.75519 -5.43869 0.76991
C -2.02820 -5.49755 5.39079
C 5.70779 -6.54380 -0.27265
C -1.77421 -1.51269 -3.46802
C 2.86427 -7.26063 2.35873
C 2.27554 -5.96582 1.82270
C -4.67130 -1.39009 0.29832
C -3.92212 -3.56203 -5.95779
C -0.86448 9.11375 -4.72468
C -2.96165 -2.32229 -2.97304
C 0.43481 2.82581 -3.43077
C 0.80485 2.50517 -1.99393
C -0.82369 -1.99486 1.13101
C -0.84409 8.45994 -6.09675
H -3.87640 3.55408 0.30207
H 5.15074 -7.40020 0.11705
H 1.67332 -6.17022 0.93324
H 4.34972 -4.14327 4.77719
H 1.91063 2.09764 0.58427
H -1.68879 -4.33684 3.60847
H -4.41674 5.38183 -0.00489
H -1.20110 -2.09688 -4.19319
H -1.81957 8.01538 -6.31228
H 2.59297 1.11383 -2.44745
H 3.07872 -5.27290 1.55745
H 6.72299 -6.86351 -0.52328
H 1.20045 -3.65402 -2.77092
H -5.66467 3.17147 5.84359
H -0.89096 7.18734 2.34293
H 3.07843 2.83662 -1.83380
H 5.28843 1.24383 4.39004
H -3.71242 -3.97823 -4.96862
H -2.77506 7.45698 0.38006
H -5.00040 -3.59386 -6.13631
H -3.58726 -2.52148 -5.98461
H -2.12317 -0.59382 -3.94705
H -1.33851 7.31556 -0.92682
H -3.72997 -1.53823 0.83461
H -0.61619 9.20682 -6.86215
H 2.77747 -4.67995 5.41752
H 3.63049 1.44329 0.17637
H 2.02033 -4.01445 -4.30971
H -5.50156 -1.67139 0.95187
H 1.64152 -5.50176 2.58317
H -0.63094 -3.91169 4.97602
H 6.91973 1.80548 3.95026
H 0.50251 7.14572 0.94428
H -0.08163 7.67674 -6.12522
H 2.84159 -3.46048 4.12185
H 2.97205 -3.52086 -2.88819
H -4.57239 2.60078 4.55860
H -1.12474 -1.25189 -2.62788
H 6.50720 0.07845 3.81867
H 5.21486 -6.18073 -1.17862
H -3.96907 4.74833 1.79414
H -4.68169 -2.03182 -0.58691
H -0.55419 8.74239 1.24338
H -6.33588 2.53367 4.32280
H -0.33948 -5.40845 4.05686


66
Properties=species:S:1:pos:R:3 method="wB97M-V/def2-TZVPD" e_lumo_ev=-0.1 gap_ev=7.49 energy_ha=-4209.7980
Sr 0.38426 0.01848 0.82419
Cl 1.79208 1.93519 5.21727
Cl 0.09691 4.43424 -0.28677
Cl 5.44504 4.82163 0.22809
Cl -0.62039 0.39951 5.57073
Cl 1.94278 -0.93891 5.42874
Cl 3.06006 -0.01792 -0.07034
O 1.44118 1.01500 2.52912
O 0.64180 1.55700 -0.52228
O 0.09084 -0.70513 2.90465
N -0.40040 -2.25609 -0.03773
N -2.54956 -0.22616 0.18296
C -3.61928 0.63536 0.54087
C 1.94191 -4.21703 -2.13128
C 1.65323 3.68781 -0.20370
C 2.17662 -5.30609 -1.30962
C 0.71376 -4.37256 0.36726
C -4.54134 2.38880 1.88465
C -4.92447 -0.35022 -1.39786
C -2.17710 1.63776 2.33684
C 2.97605 1.71842 -0.11548
C -3.47357 1.55391 1.58000
C 0.81831 -2.01511 -2.63673
C -3.64284 -2.11282 1.35821
C 1.09202 -3.19048 -1.73558
C -5.72187 2.32951 1.16372
C -5.83658 1.44164 0.10688
C 0.06692 -4.44983 1.72693
C 0.82844 0.23490 3.27313
C 4.12192 2.47356 0.04427
C 1.69088 2.27512 -0.29949
C -1.65541 -2.41715 -0.16982
C -2.61753 -1.46445 0.46361
C 1.56966 -5.37725 -0.06591
C 0.47494 -3.28838 -0.48777
C 0.98466 0.42138 4.82152
C -2.30508 -3.53434 -0.94360
C 2.77734 4.46678 -0.03077
C -4.79288 0.58738 -0.22485
C 4.01668 3.85088 0.06636
H 0.05323 -3.47539 2.21711
H -5.72792 -0.01790 -2.05308
H 2.68447 5.54108 0.03767
H -3.15203 -3.13612 -1.50533
H 1.37994 -1.13672 -2.30888
H -4.13872 -1.36307 1.97039
H -3.14778 -2.83779 2.00756
H -3.99827 -0.38518 -1.97217
H 1.11581 -2.24281 -3.65866
H 2.41721 -4.15445 -3.10279
H -2.28109 2.27467 3.21240
H 5.08516 1.99811 0.16600
H -4.40379 -2.64245 0.78153
H 2.83735 -6.09844 -1.63686
H -1.39558 2.06626 1.69673
H -6.75040 1.40135 -0.47387
H -0.96470 -4.80656 1.65645
H -6.54498 2.98470 1.41739
H -1.59514 -3.98729 -1.63134
H -1.84905 0.65330 2.67639
H 0.60890 -5.15028 2.35995
H -0.23780 -1.74180 -2.63749
H 1.75860 -6.22326 0.58376
H -5.16624 -1.36698 -1.07567
H -2.68397 -4.31406 -0.27999
H -4.43399 3.09640 2.69774


104
Properties=species:S:1:pos:R:3 method="wB97M-V/def2-TZVPD" e_lumo_ev="-2.5 / -2.1" multiplicity=2 relative_energy_kcal_mol=84.4 gap_ev="3.95 / 5.09" energy_ha=-7429.0183
Ir 0.87398 0.04534 -0.34516
Ge -2.03551 1.91242 0.83997
Ge -3.86412 1.67611 -1.13747
S -0.38060 2.23178 -1.45129
S 3.59511 -0.40290 -0.37040
O 3.67247 6.79902 -4.20094
O 4.19738 -0.49891 -1.67595
O 2.70225 -1.51723 -0.01795
O 2.84949 0.88140 -0.16444
O 2.61555 8.14523 -2.80596
N -1.11635 -1.44869 -1.69230
N 0.31250 -0.00923 1.59324
N -0.72469 -1.04654 -0.49902
N 0.87017 -0.43476 -2.37317
C 0.67778 3.55693 -1.85163
C -3.19815 1.30136 2.43272
C -1.07554 4.37999 2.22709
C 2.04160 2.59436 3.47682
C -1.69189 6.64516 1.73816
C 0.24571 -0.99370 -5.01640
C 1.02416 0.58096 2.60913
C 1.40052 1.92532 2.45750
C 4.64390 -0.47172 2.16782
C 0.68892 4.72879 -1.09682
C -0.64841 -1.32312 -4.03314
C -0.70058 -0.90357 1.83293
C -2.72093 -2.82054 2.04745
C 7.00570 -0.36884 2.63322
C 2.87563 6.91939 -3.30839
C -2.26649 -2.14865 3.17562
C -4.50081 0.27080 4.66663
C 2.05606 0.59030 4.79249
C 2.35745 1.93714 4.65634
C -4.27503 -0.26366 -1.46869
C 2.13937 4.58219 -3.45055
C -1.27921 -1.18595 3.07118
C -2.55856 6.18299 0.76168
C -5.61307 2.60076 -0.69281
C 1.73417 -0.15430 -3.33939
C 1.43125 3.48432 -3.02549
C -2.66927 4.82524 0.51550
C -3.29584 2.35567 -2.93609
C 4.91983 -0.39981 0.81818
C -2.78697 1.64982 3.71177
C 6.22017 -0.32806 0.35909
C 1.39686 5.82924 -1.53030
C 1.40183 -0.08768 3.78460
C 7.26182 -0.31152 1.26802
C 1.47550 -0.42382 -4.66712
C -3.43769 1.14400 4.82431
C 5.69011 -0.45363 3.07329
C -4.27090 0.43836 2.28572
C -0.31169 -1.07194 -2.68284
C -2.23435 -2.50409 0.79103
C 2.11825 5.77844 -2.72681
C -4.92589 -0.06888 3.39381
C -1.93980 3.89646 1.24807
C -1.25070 -1.52248 0.66523
C -0.95136 5.73693 2.47400
C 8.13474 -0.31339 3.61286
H 2.21487 -0.19136 -5.41416
H 5.48529 -0.50316 4.13242
H 1.44130 2.56727 -3.59337
H -5.99324 2.28725 0.27330
H 7.85253 -0.78097 4.55161
H 2.28945 3.63881 3.36345
H 8.39699 0.72680 3.80968
H 0.01565 -1.18157 -6.05349
H 2.70701 4.55472 -4.36870
H 2.33319 0.06273 5.69429
H -4.82552 -0.72528 -0.65543
H 1.37365 6.71761 -0.90944
H 9.01240 -0.81771 3.21659
H 1.93383 8.12158 -2.12338
H -5.77578 -0.72387 3.26183
H 1.14400 2.43205 1.53963
H -6.33843 2.34052 -1.45788
H -5.49435 3.67872 -0.68150
H -1.95757 2.33061 3.84151
H -3.15115 6.88372 0.19171
H -2.89197 3.36089 -2.88826
H 6.38392 -0.29181 -0.70651
H 8.28163 -0.24852 0.91955
H -0.97136 -0.64397 3.94859
H -1.60826 -1.76609 -4.24318
H -2.68508 -2.36943 4.14502
H -4.61486 0.16237 1.29991
H -2.59449 -3.00763 -0.09342
H -3.11635 1.43049 5.81668
H 0.13015 4.77513 -0.17643
H 1.19901 -1.14262 3.88364
H -3.35344 -0.81692 -1.62422
H -2.53249 1.70267 -3.34568
H -0.47898 3.68773 2.80645
H -4.15627 2.35169 -3.60088
H 3.61887 -0.54558 2.49587
H -3.47748 -3.58366 2.14973
H -1.59142 7.70547 1.92066
H 2.67096 0.28262 -3.02399
H -0.27456 6.09217 3.23967
H 2.83966 2.46691 5.46374
H -4.87523 -0.33085 -2.37273
H -3.33990 4.47206 -0.25745
H -5.00551 -0.12972 5.53475